# 1
Below is a cluster of 4 separate species, C3H14O3S in total, with properties calculated with ωB97M-V/def2-TZVPD.

Geometry (Å):
1 C 0.9283 -0.8122 -1.2167
2 C 0.6005 0.6835 -1.4221
3 S -1.0611 1.0297 -2.1156
4 C -2.0743 0.3271 -0.7408
5 H 0.1291 -1.2031 -0.5865
6 H 1.8035 -1.1141 -0.6341
7 H 0.9309 -1.3534 -2.1592
8 H 1.4755 1.1813 -1.8346
9 H 0.5342 1.0956 -0.4053
10 H -3.0972 0.3596 -1.0993
11 H -1.8194 -0.6970 -0.4907
12 H -1.8820 1.0207 0.0734
13 H -1.4322 -5.0433 1.5831
14 H -1.5450 -5.0077 0.0628
15 O -1.3444 -4.4466 0.8378
16 H 1.5419 -0.0727 3.4113
17 H 2.4195 1.0695 3.0353
18 O 2.2757 0.4630 3.7688
19 H 0.8261 3.5077 0.0466
20 H 0.6643 4.8833 0.0641
21 O 0.1261 4.1291 -0.1783

Cartesian forces, eV/Å:
-1.030 -0.181 0.118
0.464 -0.612 1.784
0.533 -0.714 -0.164
0.813 0.720 -0.720
-0.160 -0.352 -0.297
0.380 0.787 -0.294
-0.003 -0.072 -0.061
-0.561 0.365 -0.833
0.055 0.127 -0.038
-0.125 0.157 0.166
0.067 0.002 -0.031
-0.439 -0.257 0.372
-0.005 -0.076 0.188
0.165 0.481 0.562
-0.155 -0.380 -0.755
0.434 0.131 0.508
0.268 0.197 0.120
-0.707 -0.339 -0.631
-0.389 -1.042 -0.250
-0.477 1.162 -0.102
0.871 -0.105 0.357

## Properties
E_LUMO = 0.26 eV
SMILES = CCSC.O.O.O
HOMO level = -8.42 eV
total energy = -20314.9921 eV
energy above the lowest of the compared OMol25 structures with the same formula, charge and spin = 28.7 kcal per mole

---

# 2
Below is an isolated molecule of C20H28O9P2, with properties calculated with ωB97M-V/def2-TZVPD.

Geometry (Å):
1 C -0.4698 -5.3007 0.0619
2 C -1.3835 -5.0719 -1.1312
3 H -2.1403 -5.8584 -1.1994
4 H -0.7978 -5.0506 -2.0558
5 O -2.1089 -3.8602 -1.0118
6 P -1.3671 -2.4889 -1.3647
7 O -0.3831 -2.6524 -2.4659
8 O -2.6459 -1.6389 -1.7091
9 H -2.3447 -0.7141 -1.7696
10 C -0.6583 -1.8452 0.1740
11 C 0.7079 -1.6725 0.3113
12 C 1.2041 -1.1334 1.4845
13 C 0.3487 -0.7612 2.5066
14 C -1.0242 -0.9442 2.3695
15 C -1.5203 -1.4976 1.1939
16 H -2.5828 -1.6445 1.0786
17 O -1.9466 -0.6745 3.3460
18 C -1.8012 0.5001 4.1107
19 C -2.0205 1.7630 3.2587
20 O -0.8835 2.2064 2.5595
21 C 0.0426 2.9225 3.3426
22 H -0.4935 3.6632 3.9557
23 C 1.0385 3.6522 2.4343
24 H 0.5378 3.9360 1.5037
25 O 2.2139 2.9170 2.1885
26 C 2.3458 2.1642 1.0580
27 C 1.3140 1.7897 0.2061
28 C 1.6130 1.0745 -0.9444
29 C 2.9127 0.7108 -1.2464
30 C 3.9329 1.0444 -0.3708
31 C 3.6546 1.7701 0.7687
32 H 4.4358 2.0571 1.4553
33 H 4.9498 0.7502 -0.5837
34 H 3.1090 0.1663 -2.1559
35 P 0.2956 0.6633 -2.1255
36 O -1.0402 0.4387 -1.5203
37 O 0.8531 -0.4725 -3.0389
38 H 0.3745 -1.3387 -2.8905
39 O 0.2687 1.8727 -3.1880
40 C -0.4831 3.0402 -2.9114
41 C 0.3965 4.1513 -2.3570
42 H -0.1964 5.0502 -2.2089
43 H 1.2022 4.3670 -3.0540
44 H 0.8343 3.8487 -1.4087
45 H -0.9243 3.3488 -3.8645
46 H -1.2888 2.7956 -2.2106
47 H 0.2818 2.0093 0.4329
48 H 1.3798 4.5566 2.9481
49 H 0.6051 2.2609 4.0157
50 H -2.7642 1.5342 2.4908
51 H -2.4015 2.5705 3.9016
52 H -0.8312 0.5417 4.6185
53 H -2.5874 0.4344 4.8666
54 H 0.7623 -0.3371 3.4087
55 H 2.2679 -0.9902 1.6040
56 H 1.3667 -1.9567 -0.4954
57 H -1.0401 -5.2461 0.9862
58 H 0.3031 -4.5353 0.0844
59 H -0.0018 -6.2787 -0.0125

Cartesian forces, eV/Å:
-0.236 0.137 -0.215
0.380 -0.791 0.003
0.121 0.101 -0.043
-0.148 -0.080 0.058
0.054 0.867 -0.018
-0.674 -0.691 0.202
0.246 0.154 0.255
0.035 -0.268 0.234
0.071 0.588 -0.026
-0.136 -0.319 -0.586
0.077 -0.200 -0.024
-0.013 -0.098 0.036
-0.112 0.011 0.181
-0.009 -0.201 -0.338
-0.102 0.131 0.369
-0.165 0.057 0.080
0.086 -0.316 -0.153
-0.057 0.601 -0.159
-0.156 -0.307 0.308
0.207 0.037 -0.216
0.200 0.238 -0.134
0.051 -0.040 -0.046
-0.472 0.034 0.375
0.039 0.034 0.040
0.234 -0.338 -0.082
0.147 0.013 -0.203
-0.092 0.216 0.288
-0.430 -0.127 -0.502
-0.022 -0.107 -0.166
0.014 0.031 0.067
-0.159 0.053 0.121
0.093 0.044 0.071
0.084 -0.014 -0.021
0.097 -0.098 -0.066
0.192 0.762 -0.804
0.155 0.196 0.141
0.168 0.319 0.179
-0.029 -0.444 -0.017
0.410 -0.807 0.359
-0.331 0.684 0.145
-0.092 -0.314 -0.147
-0.045 0.117 0.034
0.085 0.071 -0.045
0.042 0.076 0.074
-0.013 -0.070 0.162
0.000 0.065 -0.148
-0.110 0.057 0.130
-0.094 -0.096 -0.090
-0.029 0.066 -0.005
-0.037 0.018 0.154
0.002 -0.047 -0.047
-0.075 -0.026 0.029
0.126 0.049 -0.031
0.008 0.063 0.108
0.098 0.044 -0.002
0.113 -0.002 -0.068
-0.011 -0.016 0.111
0.134 -0.031 0.085
0.081 -0.086 0.005

## Properties
E_LUMO = 0.65 eV
SMILES = CCO[P@@](=O)(O)c1cccc(OCCOCCOc2cccc([P@](=O)(O)OCC)c2)c1
HOMO level = -8.68 eV
total energy = -58204.6594 eV
energy above the lowest of the compared OMol25 structures with the same formula, charge and spin = 0.0 kcal per mole

---

# 3
Below is a cluster of 2 separate species, CH2N4O3 in total, with properties calculated with ωB97M-V/def2-TZVPD.

Geometry (Å):
1 C 0.5275 0.1810 -0.3966
2 H -1.3535 -0.6798 -2.5422
3 H -1.9129 -0.0070 0.7307
4 N 0.1015 0.1347 -1.4804
5 N 1.7007 0.8520 0.1155
6 N 1.9933 0.2757 1.1726
7 N -0.1197 -0.3919 0.7611
8 O -1.1980 -0.5377 -1.4778
9 O 1.0095 -0.3916 1.6168
10 O -0.7484 0.5646 1.5003

Cartesian forces, eV/Å:
2.213 1.606 8.954
0.560 0.592 4.080
3.245 2.772 3.006
-4.101 -0.735 -8.190
1.372 -0.781 -2.418
0.944 2.998 -1.077
2.633 -1.003 0.234
0.832 0.112 -4.171
-0.005 -4.786 2.837
-7.694 -0.775 -3.256

## Properties
E_LUMO = -1.28 eV
HOMO level = -10.31 eV
total energy = -13160.8331 eV
energy above the lowest of the compared OMol25 structures with the same formula, charge and spin = 144.0 kcal per mole

---

# 4
Below is an isolated molecule of C2H6N4O, with properties calculated with ωB97M-V/def2-TZVPD.

Geometry (Å):
1 C 0.3808 0.3360 0.9061
2 C -0.2159 -0.3635 -0.4621
3 N -0.2942 1.3774 1.4180
4 N 0.0514 0.5106 -1.5322
5 O 1.1009 -1.4106 -0.3559
6 N 1.3951 -0.2962 1.2506
7 N -1.3914 -0.9126 -0.4000
8 H 0.7688 -2.2767 -0.0697
9 H 0.1150 1.9424 2.1438
10 H -0.9722 1.8093 0.8077
11 H 1.0373 0.5833 -1.7421
12 H -0.4841 0.2481 -2.3497
13 H -1.4916 -1.5478 0.3854

Cartesian forces, eV/Å:
-0.025 0.036 -0.082
-0.148 -0.245 0.030
0.126 -0.035 0.020
0.070 -0.014 0.107
-0.071 0.534 0.469
-0.279 -0.316 -0.570
0.376 0.062 -0.069
-0.053 0.108 0.020
-0.022 -0.061 -0.062
0.036 -0.088 0.009
-0.038 -0.035 0.025
-0.010 -0.032 0.080
0.039 0.086 0.023

## Properties
E_LUMO (spin up / spin down) = -1.12 / -1.12 eV
HOMO level (spin up / spin down) = -8.67 / -8.67 eV
total energy = -10174.8940 eV
energy above the lowest of the compared OMol25 structures with the same formula, charge and spin = 119.2 kcal per mole

---

Number 1: maximum force 0.038 hartree/bohr. Number 2: maximum force 0.022 hartree/bohr. Number 3: maximum force 0.182 hartree/bohr. Number 4: maximum force 0.014 hartree/bohr.